{
  "formula": "C67H65B2F11INO8",
  "method": "ωB97M-V/def2-TZVPD",
  "smiles": "COCc1c2c(c(CCCC(F)(F)C(F)(F)F)c(CC(C)C)c1C(F)(F)C(F)F)C(=O)c1c(CB(O)O)c(B(C)O)c(I)c(N(C(=O)F)C(=O)F)c1C2=O.c1ccccc1.c1ccccc1.c1ccccc1.c1ccccc1.c1ccccc1.c1ccccc1",
  "spin_multiplicity": 1,
  "fmax_ha_per_bohr": 0.0512,
  "molar_mass_g_mol": 1369.762,
  "e_homo_ev": -8.989,
  "e_lumo_ev": -1.20,
  "relative_energy_kcal_mol": 10.9,
  "gap_ev": 7.79,
  "species": ["C", "O", "C", "C", "C", "C", "C", "C", "C", "C", "C", "F", "F", "C", "F", "F", "F", "C", "C", "C", "C", "C", "C", "C", "F", "F", "C", "F", "F", "C", "O", "C", "C", "C", "B", "O", "O", "C", "B", "C", "O", "C", "I", "C", "N", "C", "O", "F", "C", "O", "F", "C", "C", "O", "H", "H", "H", "H", "H", "H", "H", "H", "H", "H", "H", "H", "H", "H", "H", "H", "H", "H", "H", "H", "H", "H", "H", "H", "H", "H", "H", "H", "H", "C", "C", "C", "C", "C", "C", "H", "H", "H", "H", "H", "H", "C", "C", "C", "C", "C", "C", "H", "H", "H", "H", "H", "H", "C", "C", "C", "C", "C", "C", "H", "H", "H", "H", "H", "H", "C", "C", "C", "C", "C", "C", "H", "H", "H", "H", "H", "H", "C", "C", "C", "C", "C", "C", "H", "H", "H", "H", "H", "H", "C", "C", "C", "C", "C", "C", "H", "H", "H", "H", "H", "H"],
  "positions_angstrom": [[-1.12557, -1.71872, 1.12152], [-0.88159, -1.84725, -0.26078], [0.49020, -1.75037, -0.59905], [0.99032, -0.30974, -0.45772], [0.30803, 0.63508, -1.21984], [0.61618, 1.99403, -1.15659], [1.68230, 2.42980, -0.35522], [1.97625, 3.92195, -0.27882], [3.22955, 4.42516, -1.00898], [3.09835, 4.50742, -2.52335], [4.43038, 4.70204, -3.22248], [4.86134, 5.98532, -3.15073], [5.38412, 3.91270, -2.67236], [4.32777, 4.34126, -4.73170], [5.29448, 4.90783, -5.45439], [4.40771, 3.01514, -4.87752], [3.15645, 4.76302, -5.22521], [2.41720, 1.47466, 0.37533], [3.60568, 1.96720, 1.19986], [4.99558, 1.53224, 0.62842], [4.98095, 1.18132, -0.87264], [6.02995, 2.66194, 0.87634], [2.05308, 0.10872, 0.35440], [2.74979, -0.97373, 1.16878], [3.64845, -0.52425, 2.07235], [1.80429, -1.60837, 1.91863], [3.51732, -2.05923, 0.33904], [3.35461, -1.90351, -0.99058], [3.13793, -3.29489, 0.71117], [-0.24074, 2.92043, -1.96770], [0.18380, 3.86930, -2.57421], [-1.69912, 2.55032, -2.00285], [-2.72729, 3.50041, -1.94923], [-2.44461, 4.96849, -1.78965], [-2.18700, 5.24351, -0.23938], [-0.97094, 5.67550, 0.23366], [-3.20362, 5.03991, 0.66781], [-4.05427, 3.04283, -2.01354], [-5.28628, 4.06078, -1.94851], [-6.26364, 4.20038, -0.72219], [-5.48067, 4.91721, -2.99296], [-4.31838, 1.67541, -2.13760], [-6.33207, 1.07796, -2.31154], [-3.28641, 0.74498, -2.17260], [-3.42787, -0.70424, -2.30639], [-3.90227, -1.11199, -3.58621], [-3.28542, -0.98284, -4.56642], [-5.08458, -1.68709, -3.60897], [-4.04959, -1.29795, -1.20235], [-4.24235, -0.78758, -0.16292], [-4.31338, -2.56799, -1.40640], [-1.97081, 1.19813, -2.09668], [-0.81048, 0.25203, -2.14151], [-0.79267, -0.68713, -2.88427], [-0.58691, -2.49826, 1.66492], [-2.18468, -1.82842, 1.32737], [-0.78990, -0.76059, 1.52771], [0.59282, -2.02456, -1.63817], [1.05693, -2.47671, -0.02701], [1.10399, 4.49757, -0.54368], [2.13994, 4.13996, 0.77585], [4.08902, 3.85383, -0.68799], [3.39892, 5.43996, -0.64755], [2.49350, 5.37795, -2.75714], [2.59595, 3.65553, -2.97068], [3.47221, 1.58608, 2.20443], [3.62082, 3.04273, 1.28859], [5.36522, 0.65929, 1.15495], [4.36582, 1.83963, -1.47427], [4.59262, 0.17577, -1.01266], [5.99598, 1.19380, -1.25495], [6.80791, 2.63781, 0.11975], [6.49436, 2.51572, 1.84853], [5.56313, 3.64000, 0.80032], [4.58126, -1.96993, 0.56502], [-1.61622, 5.29417, -2.40219], [-3.31455, 5.56752, -2.05125], [-1.06243, 6.42490, 0.83283], [-3.69270, 4.23416, 0.46503], [-6.28132, 3.29988, -0.11669], [-7.26841, 4.41094, -1.07931], [-5.95510, 5.07504, -0.14403], [-4.99918, 4.63395, -3.77861], [-10.56043, 0.53468, 0.41180], [-9.23365, 0.25488, 0.11554], [-8.60232, -0.83485, 0.69786], [-9.29965, -1.64564, 1.58256], [-10.62445, -1.36293, 1.88561], [-11.25554, -0.27392, 1.29972], [-11.05234, 1.38239, -0.04849], [-8.68503, 0.88454, -0.57257], [-7.56688, -1.05130, 0.46271], [-8.80991, -2.49742, 2.03638], [-11.16656, -1.99261, 2.57927], [-12.28913, -0.05552, 1.53523], [5.68111, -2.03165, 4.40761], [6.51959, -2.69797, 5.28960], [7.60124, -2.03511, 5.85433], [7.84654, -0.70700, 5.53341], [7.01214, -0.04289, 4.64422], [5.92833, -0.70436, 4.08263], [4.83269, -2.54675, 3.97298], [6.33032, -3.73405, 5.53840], [8.25328, -2.55478, 6.54490], [8.68850, -0.18974, 5.97559], [7.20604, 0.99187, 4.38996], [5.28067, -0.18709, 3.39647], [7.73590, -7.24397, 4.69552], [8.57418, -7.91056, 5.57878], [9.65582, -7.24897, 6.14254], [9.90171, -5.92102, 5.82053], [9.06804, -5.25660, 4.93187], [7.98419, -5.91778, 4.37023], [6.88895, -7.75862, 4.26014], [8.38374, -8.94651, 5.82808], [10.30776, -7.76809, 6.83329], [10.74425, -5.40412, 6.26208], [9.26197, -4.22271, 4.67681], [7.33270, -5.39872, 3.67849], [-10.00263, 0.03568, -3.77392], [-9.60333, -0.80239, -4.80558], [-10.22314, -0.71952, -6.04451], [-11.24379, 0.19870, -6.24956], [-11.64736, 1.03153, -5.21493], [-11.02556, 0.95124, -3.97689], [-9.51737, -0.02631, -2.80673], [-8.80876, -1.51999, -4.64395], [-9.91083, -1.37078, -6.85056], [-11.72568, 0.26479, -7.21648], [-12.44663, 1.74395, -5.37387], [-11.33836, 1.60163, -3.16972], [-1.32831, -3.26552, -5.86390], [-1.49086, -4.06790, -6.98494], [-0.38191, -4.48065, -7.71124], [0.88993, -4.08753, -7.31834], [1.05154, -3.27851, -6.20172], [-0.05701, -2.86841, -5.47340], [-2.18893, -2.94746, -5.29588], [-2.48324, -4.37190, -7.29319], [-0.50879, -5.10857, -8.58405], [1.75514, -4.41073, -7.88325], [2.04332, -2.96710, -5.89848], [0.06586, -2.23777, -4.60228], [3.22663, -0.78072, 8.31486], [2.11665, -1.49783, 8.74064], [1.16902, -1.92238, 7.81987], [1.32912, -1.62669, 6.47285], [2.43476, -0.90333, 6.04843], [3.38449, -0.48160, 6.96920], [3.96901, -0.45506, 9.03217], [1.99061, -1.72673, 9.79113], [0.30523, -2.48406, 8.15173], [0.59131, -1.95974, 5.75378], [2.55800, -0.66863, 4.99793], [4.24863, 0.08000, 6.63637]],
  "forces_ev_per_angstrom": [[0.36, -0.23, 0.49], [-0.27, 0.20, -0.32], [0.07, 0.13, 0.26], [0.05, -0.34, -0.17], [-0.06, 0.14, 0.12], [0.40, -0.33, 0.32], [-0.25, 0.13, -0.70], [0.42, -0.40, 0.66], [-0.41, 0.30, 0.13], [0.29, 0.20, 0.08], [-0.54, -0.16, -0.27], [0.04, 0.08, 0.20], [0.32, 0.05, -0.09], [0.19, 0.10, 0.11], [0.06, -0.11, 0.11], [-0.14, 0.04, -0.10], [0.02, -0.08, -0.01], [0.32, 0.27, 0.40], [0.10, -0.82, -0.30], [0.35, 0.90, -0.51], [-0.20, -0.41, 0.53], [-0.31, -0.56, -0.05], [-0.13, 0.61, -0.37], [-0.69, -0.37, -0.32], [-0.02, 0.00, 0.05], [-0.04, 0.00, 0.18], [0.81, 0.32, 0.44], [-0.29, -0.19, -0.09], [-0.26, -0.14, -0.20], [-0.35, -0.29, 0.16], [0.18, 0.31, -0.13], [0.27, 0.28, 0.23], [-0.25, -0.18, -0.61], [0.28, -0.21, 0.59], [-0.08, -0.04, 0.14], [-0.20, 0.79, -0.66], [0.41, -0.29, 0.05], [-0.29, -0.08, 0.11], [-0.15, 0.18, 0.02], [0.39, 0.06, -0.44], [-0.18, -0.39, -0.19], [-0.01, -0.28, 0.11], [0.31, 0.01, -0.13], [1.07, -0.43, -0.33], [-2.60, 0.39, 0.19], [1.04, -0.15, 0.30], [0.60, 0.60, -1.29], [-0.72, -0.39, 0.47], [0.71, 0.20, -0.14], [-0.16, 0.57, 1.02], [-0.01, -0.72, -0.33], [-0.52, 0.04, -0.01], [-0.07, 0.17, 0.32], [0.24, -0.29, -0.36], [0.00, -0.09, 0.10], [-0.15, 0.01, -0.29], [0.01, 0.16, -0.13], [-0.17, -0.12, -0.21], [0.04, 0.05, 0.18], [-0.14, 0.10, -0.23], [-0.07, 0.12, 0.11], [0.16, -0.23, -0.18], [0.12, 0.08, 0.07], [-0.19, -0.01, -0.23], [0.01, -0.24, 0.12], [0.19, 0.12, 0.24], [-0.25, 0.13, -0.13], [-0.06, -0.14, 0.09], [-0.02, 0.23, -0.08], [-0.08, -0.09, -0.19], [0.10, 0.01, -0.13], [0.21, -0.09, 0.00], [0.02, 0.36, 0.16], [0.05, 0.18, 0.22], [0.06, 0.11, -0.05], [0.18, -0.04, -0.05], [-0.11, -0.04, -0.06], [0.16, -0.36, 0.47], [-0.43, 0.28, -0.05], [0.00, 0.08, 0.35], [-0.14, -0.02, -0.04], [0.02, -0.08, 0.25], [0.16, 0.29, -0.01], [0.00, 0.01, -0.01], [-0.02, -0.04, 0.00], [0.04, -0.01, -0.02], [-0.01, 0.00, 0.01], [0.00, 0.00, -0.01], [0.00, 0.00, 0.00], [0.00, 0.01, 0.01], [-0.04, 0.07, 0.04], [0.00, 0.01, 0.00], [0.00, 0.00, 0.00], [0.00, 0.00, 0.00], [0.00, 0.00, 0.00], [-0.01, 0.01, -0.06], [-0.02, -0.01, 0.02], [-0.02, 0.02, 0.00], [0.01, 0.00, 0.01], [0.00, 0.00, 0.02], [0.17, -0.03, 0.13], [-0.02, 0.01, 0.02], [0.00, 0.00, 0.02], [-0.01, -0.01, 0.01], [0.00, 0.00, 0.00], [0.00, 0.00, 0.01], [-0.02, 0.09, -0.02], [0.00, 0.00, 0.00], [-0.01, -0.01, 0.01], [0.00, 0.01, 0.01], [0.00, -0.01, 0.00], [0.02, 0.01, -0.01], [0.00, -0.02, 0.00], [0.01, -0.01, -0.01], [-0.01, 0.00, 0.01], [0.00, 0.00, 0.00], [0.01, 0.00, -0.01], [-0.01, 0.00, -0.01], [0.01, 0.01, 0.00], [0.06, 0.02, 0.03], [0.03, 0.00, 0.00], [-0.01, 0.00, -0.01], [0.00, -0.01, 0.01], [0.00, 0.01, -0.01], [0.01, 0.01, 0.01], [-0.05, -0.05, 0.03], [0.01, 0.00, 0.00], [0.00, 0.00, 0.00], [-0.01, 0.00, 0.00], [0.00, 0.00, 0.00], [0.00, 0.00, 0.00], [0.05, -0.09, -0.04], [0.02, -0.01, 0.01], [0.00, 0.00, -0.01], [0.00, 0.01, -0.01], [-0.01, -0.02, -0.01], [0.05, 0.02, 0.04], [-0.02, 0.03, -0.02], [0.00, -0.01, 0.00], [0.00, 0.00, 0.00], [0.00, 0.00, -0.01], [0.00, 0.00, 0.00], [-0.03, 0.00, -0.02], [-0.02, 0.00, 0.00], [0.00, -0.01, 0.00], [0.00, 0.00, -0.01], [-0.01, 0.00, 0.00], [0.02, 0.01, -0.02], [0.02, 0.03, -0.02], [0.00, 0.01, 0.00], [0.00, -0.01, 0.00], [0.00, 0.00, 0.00], [0.00, 0.00, 0.00], [0.01, -0.02, 0.00], [0.02, -0.03, -0.01]]
}